#w
This record from the Open Molecules 2025 dataset describes a molecular structure, C4H14N4O. The level of theory is wB97M-V/def2-TZVPD.

The HOMO energy comes out at -0.28676 Ha.

Cartesian coordinates (Å):
C: -0.70 -2.02 0.75
C: 1.91 -0.14 -0.02
N: -0.47 -0.93 -0.18
N: -0.42 -1.26 -1.55
H: 0.44 -1.81 -1.68
H: -1.22 -1.84 -1.79
H: 0.14 -2.72 0.69
H: -1.66 -2.50 0.56
H: -0.74 -1.65 1.77
H: 2.07 -1.22 0.01
H: 1.83 0.27 -1.02
H: 2.77 0.31 0.47
C: -1.32 1.27 -1.03
N: 0.70 0.87 0.90
C: -1.07 0.42 0.21
N: 0.79 2.29 0.84
O: -1.95 0.36 1.09
H: 0.63 0.58 1.87
H: 0.86 2.62 1.80
H: 1.58 2.63 0.31
H: -1.70 2.24 -0.69
H: -0.41 1.44 -1.61
H: -2.05 0.79 -1.67

#x
This record from the Open Molecules 2025 dataset describes 2 unconnected molecules or ions with the total composition C4H14N4O. The level of theory is wB97M-V/def2-TZVPD.

Its SMILES is CN(N)C(N)=O.CNC. The HOMO energy comes out at -0.30649 Ha.

Cartesian coordinates (Å):
C: 0.57 0.38 2.26
N: -0.18 -0.51 1.39
C: -1.44 -0.23 0.82
N: 0.33 -1.83 1.22
N: -2.02 0.94 1.25
O: -2.12 -1.10 0.27
H: -0.09 -2.41 1.95
H: -0.12 -2.18 0.36
H: -1.48 1.78 1.11
H: -2.98 1.03 0.95
H: 0.93 1.22 1.67
H: -0.08 0.76 3.06
H: 1.42 -0.14 2.71
C: -0.32 0.15 -2.55
C: 1.88 0.20 -1.46
N: 0.51 0.83 -1.57
H: 0.12 1.06 -0.66
H: -0.48 -0.89 -2.27
H: 0.15 0.15 -3.54
H: -1.29 0.66 -2.63
H: 2.37 0.25 -2.43
H: 2.51 0.74 -0.74
H: 1.81 -0.85 -1.17

Most stable of them? #x.

#w
This record from the Open Molecules 2025 dataset describes 2 unconnected molecules or ions with the total composition C8H8N4O4. The level of theory is wB97M-V/def2-TZVPD.

Its SMILES is O=c1cc[nH]c(=O)[nH]1.O=c1cc[nH]c(=O)[nH]1. The HOMO energy comes out at -0.35684 Ha.

Cartesian coordinates (Å):
C: -1.86 0.90 -0.01
C: -3.31 1.37 0.06
C: -4.30 0.48 0.05
C: -2.78 -1.48 0.08
C: 4.35 -0.55 0.14
C: 4.15 0.88 0.36
C: 2.91 1.40 0.09
C: 1.80 -0.75 -0.26
H: -0.81 -0.86 -0.57
H: -3.49 2.49 -0.16
H: -5.37 0.80 0.00
H: -4.67 -1.63 0.20
H: 3.19 -2.20 -0.17
H: 5.04 1.59 0.63
H: 2.45 2.36 0.36
H: 0.89 0.96 -0.18
N: -1.74 -0.49 -0.20
N: -4.04 -0.89 0.04
N: 3.10 -1.17 -0.34
N: 1.78 0.59 -0.20
O: -0.89 1.65 -0.15
O: -2.57 -2.68 0.33
O: 5.36 -1.23 0.11
O: 0.83 -1.53 -0.24

#x
This record from the Open Molecules 2025 dataset describes 2 unconnected molecules or ions with the total composition C8H8N4O4. The level of theory is wB97M-V/def2-TZVPD.

Its SMILES is O=c1cc[nH]c(=O)[nH]1.O=c1cc[nH]c(=O)[nH]1. The HOMO energy comes out at -0.32780 Ha.

Cartesian coordinates (Å):
C: 3.02 -0.82 -0.06
C: 2.30 0.54 -0.12
C: 1.82 1.01 1.03
C: 2.00 -1.26 2.12
C: -3.42 0.70 -0.27
C: -3.79 0.31 -1.61
C: -2.87 0.21 -2.53
C: -1.05 0.81 -1.13
H: 2.85 -2.69 1.09
H: 2.25 1.16 -1.09
H: 1.24 1.96 1.17
H: 0.83 0.20 2.93
H: -1.59 0.97 0.81
H: -4.83 -0.03 -1.77
H: -3.15 -0.06 -3.55
H: -0.87 0.41 -3.14
N: 2.90 -1.66 1.05
N: 1.80 0.13 2.22
N: -2.00 0.88 -0.12
N: -1.54 0.51 -2.35
O: 3.43 -1.35 -1.06
O: 1.57 -1.87 3.00
O: -4.23 0.88 0.61
O: 0.12 1.09 -0.89

Most stable of them? #w.

#w
This record from the Open Molecules 2025 dataset describes 2 unconnected molecules or ions with the total composition C8H8N4O4. The level of theory is wB97M-V/def2-TZVPD.

Its SMILES is O=c1cc[nH]c(=O)[nH]1.O=c1cc[nH]c(=O)[nH]1. The HOMO energy comes out at -0.34527 Ha.

Cartesian coordinates (Å):
C: -1.31 0.78 1.11
C: -2.10 1.38 2.14
C: -2.89 0.56 2.98
C: -2.38 -1.36 1.67
C: 3.02 -0.60 -3.07
C: 3.06 0.80 -2.66
C: 2.45 1.24 -1.58
C: 1.47 -0.71 -1.10
H: -0.54 -1.06 0.42
H: -2.33 2.45 2.11
H: -3.56 1.10 3.77
H: -3.45 -1.52 3.24
H: 1.79 -2.33 -2.14
H: 3.42 1.55 -3.36
H: 2.74 2.25 -1.43
H: 0.58 1.13 -0.46
N: -1.27 -0.60 1.14
N: -3.13 -0.78 2.63
N: 2.00 -1.23 -2.29
N: 1.41 0.71 -0.90
O: -0.61 1.53 0.43
O: -2.66 -2.64 1.49
O: 3.52 -1.22 -3.93
O: 0.78 -1.43 -0.20

#x
This record from the Open Molecules 2025 dataset describes a molecular structure, C8H8N4O4. The level of theory is wB97M-V/def2-TZVPD.

The HOMO energy comes out at -0.30334 Ha.

Cartesian coordinates (Å):
C: -1.51 -1.06 -0.54
C: -2.85 -1.03 -0.51
C: -3.60 0.13 -0.21
C: -1.56 1.39 0.12
C: 0.89 -0.33 0.80
C: 1.90 -1.44 0.67
C: 3.11 -1.26 0.05
C: 2.62 1.07 -0.27
H: 0.03 0.25 -0.49
H: -3.55 -1.80 -0.96
H: -4.75 0.16 -0.16
H: -3.42 2.23 0.36
H: 0.76 1.57 0.26
H: 1.75 -2.36 1.15
H: 3.99 -1.88 0.01
H: 4.35 0.15 -0.43
N: -0.95 0.19 -0.19
N: -2.94 1.25 0.36
N: 1.34 0.84 0.20
N: 3.46 0.02 -0.09
O: -0.88 -2.11 -0.74
O: -1.05 2.50 0.29
O: -0.20 -0.48 1.27
O: 3.07 2.04 -0.94

Most stable of them? #w.

#w
This record from the Open Molecules 2025 dataset describes C4H7IN2 in the gas phase. The level of theory is wB97M-V/def2-TZVPD.

Its SMILES is C/N=C/[C@@H]1CN1I. The HOMO energy comes out at -0.32299 Ha.

Cartesian coordinates (Å):
C: -1.12 1.26 -0.84
C: -0.40 -0.03 -0.60
C: -1.65 1.76 0.46
C: 1.40 -1.55 -0.13
N: 0.82 -0.21 -0.21
N: -2.47 1.39 -0.63
I: -3.63 -0.29 -0.56
H: -0.62 2.10 -1.35
H: -1.28 -0.83 -0.64
H: -1.62 1.23 1.37
H: -1.72 2.76 0.86
H: 1.92 -1.65 -1.03
H: 2.04 -1.59 0.76
H: 0.58 -2.32 -0.12

#x
This record from the Open Molecules 2025 dataset describes a molecular structure, C4H7IN2. The level of theory is wB97M-V/def2-TZVPD.

The HOMO energy (alpha / beta) comes out at -0.27937 / -0.27941 Ha.

Cartesian coordinates (Å):
C: -0.19 -2.04 -0.43
C: 1.03 -1.19 -0.51
C: 1.20 -0.12 0.17
C: 1.35 0.88 0.96
N: -1.46 1.60 0.39
N: -1.32 0.99 -0.82
I: -2.19 -0.78 -0.93
H: -0.33 -2.66 -1.25
H: -0.39 -2.42 0.60
H: 1.55 -1.35 -1.48
H: 0.98 1.88 0.68
H: 1.99 1.20 1.63
H: -0.52 1.46 0.82
H: -1.71 2.56 0.19

Most stable of them? #w.

#w
This record from the Open Molecules 2025 dataset describes a molecular structure, C10H20O20S5. The level of theory is wB97M-V/def2-TZVPD.

The HOMO energy comes out at -0.38641 Ha.

Cartesian coordinates (Å):
C: 3.96 -3.19 2.08
C: 3.53 -1.70 1.94
O: 3.25 -1.53 0.43
S: 3.72 -2.87 -0.35
O: 5.09 -2.66 -0.73
O: 2.76 -3.25 -1.38
O: 3.62 -3.79 0.86
H: 3.34 -3.61 2.89
H: 5.03 -3.33 2.42
H: 4.36 -1.04 2.16
H: 2.66 -1.33 2.48
C: 0.91 -2.67 -4.72
C: 2.15 -1.76 -4.65
O: 1.59 -0.32 -4.53
S: 0.01 -0.48 -4.21
O: -0.73 0.52 -4.88
O: -0.14 -0.87 -2.82
O: -0.19 -1.79 -5.10
H: 0.65 -3.29 -3.90
H: 0.94 -3.23 -5.63
H: 2.84 -1.80 -5.50
H: 2.72 -1.95 -3.68
C: -2.17 -1.26 4.24
C: -1.02 -0.25 4.18
O: -0.02 -0.90 3.33
S: -0.23 -2.53 3.18
O: 0.90 -3.14 3.82
O: -0.62 -2.81 1.80
O: -1.50 -2.58 4.22
H: -2.73 -1.13 3.31
H: -2.73 -1.13 5.14
H: -0.61 0.02 5.10
H: -1.31 0.65 3.64
C: -3.06 4.31 -1.55
C: -3.43 5.35 -0.52
O: -4.87 4.90 -0.21
S: -5.04 3.33 -0.47
O: -6.02 3.26 -1.57
O: -5.28 2.57 0.74
O: -3.61 3.05 -1.05
H: -2.00 4.06 -1.74
H: -3.49 4.55 -2.51
H: -3.40 6.39 -0.90
H: -2.90 5.38 0.48
C: 1.25 0.80 -0.01
C: -0.11 0.19 0.09
O: -0.85 1.14 0.94
S: -0.18 2.60 0.90
O: 0.41 2.89 2.18
O: -1.14 3.51 0.34
O: 0.96 2.22 -0.10
H: 1.78 0.45 -0.89
H: 1.83 0.59 0.93
H: -0.16 -0.74 0.62
H: -0.72 0.19 -0.84

#x
This record from the Open Molecules 2025 dataset describes 5 unconnected molecules or ions with the total composition C10H20O20S5. The level of theory is wB97M-V/def2-TZVPD.

Its SMILES is O=S1(=O)OCCO1.O=S1(=O)OCCO1.O=S1(=O)OCCO1.O=S1(=O)OCCO1.O=S1(=O)OCCO1. The HOMO energy comes out at -0.40305 Ha.

Cartesian coordinates (Å):
C: -1.45 2.59 1.36
C: -1.17 1.22 0.73
O: -2.47 0.72 0.40
S: -3.71 1.31 1.37
O: -4.24 0.30 2.31
O: -4.65 2.16 0.60
O: -2.64 2.36 2.16
H: -1.71 3.30 0.58
H: -0.69 3.11 1.94
H: -0.82 0.47 1.42
H: -0.57 1.11 -0.18
C: 4.77 -6.27 -3.22
C: 4.88 -6.00 -1.66
O: 3.64 -5.40 -1.25
S: 2.45 -5.51 -2.40
O: 2.29 -4.14 -2.94
O: 1.37 -6.40 -2.04
O: 3.36 -6.42 -3.48
H: 5.40 -7.14 -3.42
H: 5.20 -5.42 -3.75
H: 5.67 -5.29 -1.46
H: 5.00 -6.95 -1.14
C: 5.55 4.16 1.60
C: 5.96 5.12 2.83
O: 6.00 4.28 3.95
S: 4.97 2.99 3.88
O: 3.70 3.10 4.64
O: 5.71 1.70 3.85
O: 4.53 3.36 2.26
H: 6.42 3.58 1.28
H: 5.12 4.60 0.70
H: 5.04 5.68 2.99
H: 6.76 5.87 2.85
C: 5.32 -0.26 -7.62
C: 5.89 1.17 -7.79
O: 5.84 1.81 -6.57
S: 5.46 0.75 -5.31
O: 4.61 1.44 -4.33
O: 6.63 0.23 -4.72
O: 4.73 -0.32 -6.28
H: 6.06 -1.04 -7.78
H: 4.44 -0.44 -8.24
H: 5.09 1.51 -8.44
H: 6.87 1.20 -8.27
C: -12.97 -0.61 4.14
C: -11.77 -0.87 5.10
O: -11.99 0.09 6.08
S: -13.56 0.24 6.50
O: -13.91 1.57 6.99
O: -13.84 -0.91 7.34
O: -14.03 -0.16 4.97
H: -13.27 -1.42 3.47
H: -12.66 0.29 3.62
H: -10.77 -0.62 4.75
H: -11.85 -1.83 5.60

Most stable of them? #w.